# C34H40MoN4O2P2

A structure of composition C34H40MoN4O2P2 in a non-equilibrium geometry (wB97M-V/def2-TZVPD, OMol25).

<S²>: 2.0383
Net charge: +2
2S+1: 3
Energy relative to the best compared isomer or geometry (same formula, charge and spin): 0.0 kcal per mole
LUMO energy (spin up / spin down): -8.0 / -10.1 eV
Kohn-Sham gap (spin up / spin down): 4.35 / 2.08 eV

Geometry (Å):
Mo 0.840 -0.398 3.530
C 2.086 -2.136 2.749
C 2.060 -1.091 1.796
C 1.077 -0.912 0.667
C -0.244 -0.157 0.955
C -0.875 -0.456 2.286
C -0.751 -1.736 2.925
C -0.229 -2.993 2.269
C 1.213 -3.344 2.702
C -0.337 -0.193 5.276
H 3.011 -2.241 3.320
H 2.989 -0.517 1.703
H 0.841 -1.857 0.145
H 1.603 -0.301 -0.089
H -0.081 0.928 0.866
H -0.963 -0.399 0.151
H -1.710 0.189 2.596
H -1.402 -1.939 3.790
H -0.323 -2.971 1.172
H -0.869 -3.826 2.599
H 1.224 -3.806 3.703
H 1.598 -4.126 2.020
H 0.111 -0.800 6.083
H -1.422 -0.325 5.169
H -0.058 0.876 5.390
P -2.770 1.548 -2.923
P 0.421 1.521 -3.562
N -4.054 0.333 -2.799
N -3.879 2.870 -3.431
N 0.845 -0.176 -3.826
N 1.820 2.196 -4.420
C -2.176 1.072 -4.639
C -0.795 1.678 -4.978
C -4.180 -0.554 -1.715
C -5.231 -1.427 -1.965
C -5.777 -1.082 -3.249
C -5.019 -0.027 -3.743
C -3.987 4.083 -2.729
C -4.824 4.934 -3.437
C -5.251 4.235 -4.614
C -4.639 2.991 -4.596
C 1.001 -1.074 -2.763
C 1.178 -2.353 -3.262
C 1.111 -2.256 -4.691
C 0.881 -0.925 -5.002
C 2.448 1.782 -5.602
C 3.349 2.763 -6.003
C 3.256 3.840 -5.053
C 2.309 3.478 -4.106
H -2.904 1.376 -5.410
H -2.113 -0.029 -4.674
H -0.398 1.224 -5.904
H -0.888 2.762 -5.166
H -3.509 -0.471 -0.874
H -5.572 -2.236 -1.328
H -6.613 -1.550 -3.756
H -5.099 0.484 -4.687
H -3.445 4.216 -1.805
H -5.095 5.939 -3.167
H -5.918 4.588 -5.385
H -4.670 2.208 -5.338
H 0.977 -0.706 -1.754
H 1.325 -3.260 -2.686
H 1.215 -3.066 -5.403
H 0.736 -0.460 -5.964
H 2.228 0.830 -6.051
H 3.986 2.714 -6.871
H 3.815 4.762 -5.084
H 1.930 3.995 -3.239
O 1.991 -2.221 5.776
C 2.711 -1.218 6.040
O 2.836 -0.128 5.380
C 3.513 -1.292 7.340
C 4.165 -0.150 7.842
C 4.815 -0.180 9.081
C 4.819 -1.358 9.841
C 4.203 -2.514 9.333
C 3.540 -2.476 8.101
H 4.135 0.766 7.243
H 5.308 0.719 9.455
H 5.298 -1.383 10.822
H 4.229 -3.444 9.905
H 3.023 -3.356 7.721

***

# C4H14NO4P2

A cluster of 2 separate species, C4H14NO4P2 in total in a non-equilibrium geometry (wB97M-V/def2-TZVPD, OMol25).

Net charge: +1
LUMO energy: -4.4 eV
Kohn-Sham gap: 9.20 eV

Geometry (Å):
N 3.124 2.796 1.555
P 3.179 2.261 0.081
O 3.436 0.633 0.088
O 4.434 2.951 -0.720
P 1.223 2.607 -0.860
H 2.242 3.235 1.799
H 2.642 0.216 -0.281
H 4.174 3.722 -1.233
H 1.265 3.241 -2.131
H 0.412 3.446 -0.046
H 0.474 1.400 -1.050
O 0.463 -1.072 -1.003
C -0.516 -1.341 -0.339
O -0.878 -2.605 -0.208
C -1.914 -3.054 0.685
C -3.282 -2.938 0.047
C -1.365 -0.252 0.255
H -1.850 -2.536 1.643
H -1.693 -4.101 0.885
H -3.534 -1.903 -0.188
H -4.048 -3.336 0.712
H -3.309 -3.494 -0.891
H -2.046 0.126 -0.508
H -0.698 0.548 0.576
H -1.933 -0.550 1.132

***

# C40H34N6O17

A cluster of 5 separate species, C40H34N6O17 in total in a non-equilibrium geometry (wB97M-V/def2-TZVPD, OMol25).

SMILES string: C#CCCCc1cnc2ccc(OC#N)c(CC(N)(N)N)c2n1.O=C1C=C(O)C(=O)C=C1O.O=C1C=C(O)C(=O)C=C1O.O=C1C=C(O)C(=O)C=C1O.O=C1C=C(O)C(=O)C=C1O
LUMO energy: -1.7 eV
Kohn-Sham gap: 6.98 eV

Geometry (Å):
C 4.320 -2.324 -0.568
C 3.826 -1.338 -0.079
C 3.234 -0.199 0.760
C 1.665 -0.231 0.617
C 1.232 0.487 -0.722
C 0.643 -0.555 -1.704
C 1.551 -1.211 -2.661
N 1.206 -2.106 -3.597
C -0.145 -2.366 -3.510
C -0.706 -3.347 -4.464
C -2.077 -3.692 -4.523
C -2.994 -3.055 -3.560
O -4.375 -3.395 -3.614
C -4.522 -4.719 -3.828
N -4.402 -5.760 -4.314
C -2.506 -2.104 -2.611
C -3.532 -1.443 -1.643
C -3.422 -1.952 -0.151
N -3.063 -3.378 -0.037
N -4.775 -1.720 0.440
N -2.526 -1.075 0.636
C -1.070 -1.743 -2.585
N -0.669 -0.823 -1.644
H 4.807 -3.188 -1.015
H 3.583 0.758 0.310
H 3.569 -0.224 1.817
H 1.282 -1.273 0.634
H 1.236 0.314 1.486
H 0.478 1.261 -0.460
H 2.064 0.991 -1.255
H 2.627 -0.940 -2.603
H -0.022 -3.849 -5.179
H -2.394 -4.418 -5.296
H -4.577 -1.589 -1.987
H -3.298 -0.352 -1.624
H -3.920 -3.913 -0.170
H -2.694 -3.593 0.889
H -4.790 -2.026 1.411
H -5.496 -2.179 -0.110
H -1.724 -1.601 0.978
H -3.044 -0.735 1.449
O 1.300 -6.736 -1.406
C 2.424 -7.183 -1.526
C 2.748 -8.587 -1.283
C 4.005 -9.024 -1.414
O 4.331 -10.308 -1.198
C 5.116 -8.103 -1.807
O 6.247 -8.543 -1.895
C 4.789 -6.706 -2.073
C 3.532 -6.268 -1.946
O 3.202 -4.991 -2.187
H 1.937 -9.241 -0.997
H 5.292 -10.363 -1.356
H 5.599 -6.055 -2.374
H 2.240 -4.933 -2.023
O 1.702 3.208 -1.499
C 1.083 4.032 -2.151
C -0.023 3.670 -3.030
C -0.660 4.611 -3.737
O -1.681 4.309 -4.551
C -0.267 6.052 -3.656
O -0.864 6.869 -4.332
C 0.825 6.417 -2.758
C 1.460 5.476 -2.048
O 2.465 5.781 -1.212
H -0.297 2.625 -3.082
H -1.964 5.157 -4.942
H 1.089 7.463 -2.695
H 2.752 4.932 -0.830
O -4.046 2.691 4.106
C -4.232 1.606 4.623
C -5.231 1.385 5.664
C -5.383 0.174 6.211
O -6.295 -0.058 7.168
C -4.544 -0.988 5.786
O -4.705 -2.066 6.324
C -3.560 -0.773 4.727
C -3.410 0.437 4.178
O -2.517 0.663 3.202
H -5.831 2.233 5.965
H -6.203 -1.002 7.394
H -2.971 -1.624 4.415
H -2.604 1.610 2.980
O 5.032 8.799 3.899
C 3.999 8.248 3.571
C 3.841 7.559 2.292
C 2.678 6.983 1.973
O 2.504 6.339 0.800
C 1.505 7.024 2.900
O 0.461 6.500 2.557
C 1.669 7.691 4.188
C 2.833 8.264 4.509
O 3.014 8.883 5.686
H 4.696 7.539 1.630
H 1.583 6.020 0.821
H 0.819 7.699 4.856
H 3.933 9.211 5.670

***

# C60H50BBaBrN8O3P2

A structure of composition C60H50BBaBrN8O3P2 (wB97M-V/def2-TZVPD, OMol25).

<S²>: 0.7725
Net charge: -1
2S+1: 2
Energy relative to the best compared isomer or geometry (same formula, charge and spin): 0.0 kcal per mole
LUMO energy (spin up / spin down): 2.1 / 2.1 eV
Kohn-Sham gap (spin up / spin down): 4.93 / 7.30 eV

Geometry (Å):
Ba -0.052 0.814 0.608
O -1.234 -3.335 -1.277
C -1.875 -3.304 -2.490
C -3.082 -3.952 -2.688
C -3.736 -3.782 -3.898
C -3.193 -2.969 -4.882
C -1.982 -2.331 -4.661
C -1.295 -2.502 -3.464
P 0.324 -1.762 -3.055
C 0.430 -0.440 -4.315
C 1.183 -0.517 -5.484
C 1.299 0.584 -6.322
C 0.654 1.772 -6.004
C -0.111 1.853 -4.846
C -0.217 0.758 -4.001
C 1.448 -3.043 -3.751
C 1.062 -4.073 -4.608
C 1.983 -5.019 -5.040
C 3.306 -4.946 -4.626
C 3.702 -3.928 -3.769
C 2.777 -2.995 -3.328
C -1.013 -4.497 -0.586
C -0.650 -5.683 -1.205
C -0.324 -6.774 -0.411
C -0.352 -6.666 0.972
C -0.726 -5.469 1.570
C -1.077 -4.367 0.799
P -1.582 -2.721 1.421
C -1.469 -2.997 3.229
C -2.444 -3.651 3.983
C -2.294 -3.799 5.354
C -1.165 -3.292 5.987
C -0.191 -2.638 5.247
C -0.341 -2.491 3.873
C -3.383 -2.783 1.108
C -4.107 -3.966 0.957
C -5.474 -3.933 0.724
C -6.135 -2.715 0.642
C -5.424 -1.533 0.785
C -4.054 -1.566 1.008
H -3.511 -4.542 -1.889
H -4.692 -4.265 -4.059
H -3.723 -2.819 -5.814
H -1.563 -1.686 -5.424
H 1.690 -1.442 -5.734
H 1.891 0.513 -7.228
H 0.744 2.632 -6.655
H -0.615 2.775 -4.588
H -0.780 0.838 -3.077
H 0.033 -4.133 -4.943
H 1.664 -5.813 -5.703
H 4.024 -5.685 -4.960
H 4.729 -3.875 -3.426
H 3.082 -2.230 -2.621
H -0.607 -5.730 -2.285
H -0.029 -7.705 -0.879
H -0.085 -7.516 1.588
H -0.752 -5.391 2.651
H -3.337 -4.024 3.496
H -3.065 -4.294 5.931
H -1.052 -3.393 7.059
H 0.681 -2.217 5.730
H 0.418 -1.960 3.306
H -3.596 -4.921 1.022
H -6.022 -4.860 0.607
H -7.201 -2.687 0.455
H -5.924 -0.576 0.706
H -3.506 -0.635 1.077
B 3.480 -0.198 2.495
N 3.007 -1.397 1.611
C 3.708 -2.497 1.289
C 2.984 -3.226 0.360
C 1.818 -2.473 0.183
N 1.846 -1.369 0.927
N 2.413 0.178 3.549
C 2.518 0.105 4.887
C 1.417 0.720 5.450
C 0.676 1.158 4.344
N 1.282 0.828 3.207
H 3.671 0.765 1.777
H 4.484 -0.558 3.069
H 4.663 -2.673 1.756
H 3.245 -4.164 -0.098
H 0.964 -2.662 -0.449
H 3.380 -0.367 5.330
H 1.183 0.841 6.494
H -0.259 1.696 4.309
Br -6.062 -0.699 5.639
C -4.830 0.247 4.539
C -3.555 -0.261 4.339
C -2.678 0.427 3.525
C -3.023 1.642 2.902
C -4.327 2.122 3.126
C -5.217 1.428 3.933
N -2.076 2.228 2.090
C -2.207 3.506 1.741
C -1.290 4.197 0.918
C -1.478 5.585 0.665
C -0.557 6.287 -0.058
C 0.577 5.620 -0.562
C 0.678 4.265 -0.319
N -0.206 3.553 0.383
H -3.246 -1.188 4.801
H -1.685 0.021 3.369
H -4.672 3.022 2.637
H -6.221 1.808 4.076
H -3.024 4.115 2.130
H -2.356 6.075 1.068
H -0.699 7.345 -0.239
H 1.338 6.130 -1.135
H 1.515 3.696 -0.714
O -3.634 -0.485 -2.543
C -2.765 -0.190 -1.770
N -1.904 0.097 -1.000
O 1.814 1.249 -1.400
N 2.889 0.774 -1.929
C 3.082 0.889 -3.263
C 4.223 0.392 -3.852
C 5.191 -0.230 -3.078
C 4.969 -0.342 -1.715
C 3.813 0.160 -1.156
H 2.274 1.381 -3.785
H 4.328 0.497 -4.922
H 6.090 -0.627 -3.528
H 5.678 -0.824 -1.056
H 3.569 0.126 -0.106

***

# C29H32FMnN4

A structure of composition C29H32FMnN4 in a non-equilibrium geometry (wB97M-V/def2-TZVPD, OMol25).

<S²>: 6.1004
2S+1: 5
Energy relative to the best compared isomer or geometry (same formula, charge and spin): 17.7 kcal per mole
LUMO energy (spin up / spin down): -0.1 / -0.3 eV
Kohn-Sham gap (spin up / spin down): 6.57 / 6.67 eV

Geometry (Å):
Mn 7.743 8.721 10.460
C 5.653 6.271 12.255
C 6.930 5.645 12.671
C 8.200 6.404 12.136
N 8.175 7.802 12.090
C 8.040 8.452 13.216
C 8.101 7.862 14.477
C 7.972 8.394 15.802
C 7.799 9.646 16.281
C 7.733 10.772 15.439
C 7.767 10.898 14.030
C 7.657 9.915 13.033
N 7.470 10.225 11.776
C 7.019 11.638 11.507
C 6.658 11.946 10.080
C 7.549 11.268 9.047
N 7.132 9.860 8.973
C 6.386 9.415 8.034
C 5.918 10.181 6.929
C 5.035 9.902 5.831
C 4.607 8.755 5.265
C 4.757 7.517 5.919
C 5.263 7.240 7.090
C 5.949 7.996 8.183
N 6.187 7.460 9.344
C 5.981 6.042 9.642
C 5.127 5.821 10.900
H 4.760 6.232 12.825
H 5.832 7.293 12.132
H 6.895 5.612 13.758
H 7.029 4.563 12.374
H 9.068 6.037 12.719
H 8.520 6.130 11.069
H 8.356 6.793 14.372
H 8.125 7.614 16.522
H 7.836 9.784 17.305
H 7.932 11.757 15.867
H 7.752 11.899 13.687
H 6.252 11.880 12.204
H 7.753 12.407 11.861
H 5.654 11.575 9.797
H 6.708 13.062 9.930
H 7.582 11.817 8.094
H 8.570 11.208 9.371
H 6.173 11.168 7.120
H 4.769 10.804 5.341
H 3.885 8.824 4.399
H 4.364 6.645 5.483
H 5.075 6.234 7.499
H 5.448 5.450 8.914
H 7.010 5.549 9.822
H 4.175 6.333 10.699
H 4.844 4.718 11.030
F 8.647 4.206 5.445
C 8.847 5.199 6.356
C 8.724 6.557 6.045
C 8.879 7.515 7.059
C 9.244 7.200 8.383
C 9.462 8.132 9.534
C 9.329 5.812 8.637
C 9.092 4.818 7.630
H 8.432 7.000 5.096
H 8.783 8.555 6.788
H 9.983 9.039 9.293
H 10.029 7.500 10.240
H 9.700 5.600 9.703
H 9.173 3.756 7.862

***

# C15H23NO2

The molecule C15H23NO2 (wB97M-V/def2-TZVPD, OMol25).

SMILES string: CCCC[C@H](CC)C(=O)Nc1ccc(C)c(O)c1
Energy relative to the best compared isomer or geometry (same formula, charge and spin): 1.4 kcal per mole
LUMO energy: 0.8 eV
Kohn-Sham gap: 8.89 eV

Geometry (Å):
C 3.049 0.515 -0.526
C 2.518 1.064 -1.845
C 2.395 -0.009 -2.939
C 0.961 -0.436 -3.260
C 0.252 -1.190 -2.128
C -0.913 -2.024 -2.688
C -1.606 -2.870 -1.626
C -0.336 -0.203 -1.124
O -0.911 0.807 -1.472
N -0.187 -0.594 0.172
C -0.613 0.045 1.342
C -0.381 -0.591 2.558
C -0.782 0.008 3.739
C -1.416 1.239 3.750
C -1.857 1.902 5.016
C -1.643 1.871 2.523
O -2.265 3.081 2.531
C -1.246 1.281 1.332
H 4.052 0.112 -0.657
H 2.410 -0.275 -0.143
H 3.093 1.304 0.222
H 3.197 1.850 -2.184
H 1.546 1.530 -1.681
H 2.830 0.373 -3.865
H 2.977 -0.889 -2.653
H 0.990 -1.080 -4.142
H 0.364 0.444 -3.508
H 0.963 -1.861 -1.634
H -0.527 -2.681 -3.471
H -1.636 -1.345 -3.143
H -0.897 -3.540 -1.141
H -2.384 -3.477 -2.083
H -2.070 -2.244 -0.867
H 0.267 -1.482 0.332
H 0.111 -1.553 2.580
H -0.597 -0.496 4.676
H -1.370 2.870 5.121
H -2.931 2.083 4.988
H -1.620 1.287 5.880
H -2.359 3.395 1.623
H -1.429 1.779 0.393

***

# CH2BrO2S

The ion CH2BrO2S with charge -1 in a non-equilibrium geometry (wB97M-V/def2-TZVPD, OMol25).

Net charge: -1
Energy relative to the best compared isomer or geometry (same formula, charge and spin): 8.0 kcal per mole
LUMO energy: 3.4 eV
Kohn-Sham gap: 6.80 eV

Geometry (Å):
C -0.072 0.532 0.520
O 0.026 -1.954 -0.335
O -0.505 -0.395 -2.200
S 0.404 -0.710 -1.024
Br 1.324 0.932 1.715
H -0.314 1.471 0.195
H -0.863 0.124 1.130

***

# C3H5NO2

The molecule C3H5NO2 (wB97M-V/def2-TZVPD, OMol25).

SMILES string: [H]/N=C/OC(C)=O
Energy relative to the best compared isomer or geometry (same formula, charge and spin): 19.3 kcal per mole
LUMO energy: 0.8 eV
Kohn-Sham gap: 11.54 eV

Geometry (Å):
H 3.443 0.196 0.106
N 2.626 0.803 0.107
C 1.600 0.100 0.282
O 0.360 0.683 0.202
C -0.694 -0.170 0.414
C -1.848 0.099 -0.506
O -0.635 -1.091 1.184
H 1.535 -0.978 0.442
H -2.793 0.093 0.040
H -1.725 1.019 -1.078
H -1.869 -0.753 -1.193

***

# C14H14N3O2PdSSbSe4

A structure of composition C14H14N3O2PdSSbSe4 (wB97M-V/def2-TZVPD, OMol25).

LUMO energy (spin up / spin down): -2.3 / -2.3 eV
Kohn-Sham gap (spin up / spin down): 5.47 / 5.48 eV

Geometry (Å):
Pd 0.581 0.529 -0.411
C -5.011 -1.108 6.233
C -4.337 -0.842 4.914
C -3.369 0.154 4.800
C -2.772 0.429 3.582
C -3.143 -0.310 2.462
C -4.106 -1.301 2.548
C -4.694 -1.560 3.777
S -2.319 0.053 0.945
O -3.142 -0.682 -0.056
O -2.253 1.477 0.785
N -0.845 -0.512 1.038
C -0.519 -1.859 0.763
C -1.149 -2.965 1.327
C -0.701 -4.223 0.974
C 0.358 -4.354 0.089
C 0.944 -3.202 -0.396
N 0.528 -1.985 -0.052
H -4.344 -0.891 7.066
H -5.334 -2.146 6.307
H -5.895 -0.477 6.342
H -3.091 0.731 5.674
H -2.041 1.222 3.482
H -4.397 -1.849 1.662
H -5.453 -2.330 3.853
H -1.971 -2.833 2.015
H -1.189 -5.100 1.379
H 0.718 -5.325 -0.221
H 1.782 -3.239 -1.081
Se -2.084 -3.182 -2.214
Sb -2.838 -0.960 -2.344
Se -4.708 0.132 -3.247
Se -0.379 -0.023 -4.097
Se -0.989 0.924 -2.143
C 1.433 -0.164 3.586
C 1.783 0.400 2.294
N 2.037 0.838 1.263
H 2.108 -0.983 3.827
H 0.410 -0.535 3.531
H 1.500 0.605 4.354